# 1
{
  "formula": "C27H28N2SiY",
  "method": "the ωB97M-V functional and the def2-TZVPD basis",
  "species": ["C", "C", "C", "H", "C", "C", "H", "H", "H", "H", "Y", "C", "H", "H", "H", "Si", "C", "C", "H", "C", "H", "C", "H", "C", "H", "C", "H", "C", "C", "H", "C", "H", "C", "H", "C", "H", "C", "H", "H", "H", "N", "C", "C", "C", "C", "C", "C", "C", "C", "N", "C", "H", "H", "H", "H", "H", "H", "H", "H"],
  "xyz": [[-0.308, -0.947, 1.381], [0.746, -0.061, 1.752], [0.201, 1.252, 1.883], [1.777, -0.340, 1.963], [-1.192, 1.171, 1.570], [-1.502, -0.190, 1.272], [-2.496, -0.579, 1.115], [-0.223, -2.028, 1.332], [0.734, 2.125, 2.265], [-1.927, 1.954, 1.716], [-0.021, 0.632, -0.575], [1.488, 0.724, -2.442], [0.505, 1.260, -2.398], [1.393, -0.107, -3.165], [2.145, 1.493, -2.872], [3.215, -0.027, -0.790], [3.744, -1.371, -2.077], [4.019, -2.624, -1.505], [3.881, -2.766, -0.435], [4.546, -3.686, -2.247], [4.888, -4.600, -1.744], [4.672, -3.557, -3.640], [5.064, -4.386, -4.250], [4.314, -2.349, -4.253], [4.403, -2.269, -5.340], [3.897, -1.252, -3.472], [3.751, -0.275, -3.940], [4.645, 0.905, 0.060], [5.794, 0.122, 0.245], [6.055, -0.681, -0.451], [6.581, 0.321, 1.386], [7.367, -0.383, 1.697], [6.314, 1.428, 2.194], [6.903, 1.596, 3.090], [5.332, 2.367, 1.862], [5.182, 3.249, 2.497], [4.506, 2.128, 0.756], [3.742, 2.863, 0.463], [2.148, 1.055, -0.228], [3.209, -0.894, 0.394], [-1.594, 2.512, -0.924], [-2.921, 1.976, -1.197], [-4.038, 2.750, -0.990], [-5.306, 2.194, -1.235], [-5.457, 0.862, -1.613], [-4.316, 0.031, -1.811], [-4.377, -1.333, -2.155], [-3.214, -2.090, -2.300], [-1.980, -1.478, -2.049], [-1.893, -0.158, -1.754], [-3.031, 0.616, -1.621], [-1.248, 3.115, -1.679], [-1.586, 3.122, -0.102], [-3.928, 3.787, -0.647], [-6.183, 2.828, -1.131], [-6.454, 0.442, -1.781], [-5.347, -1.809, -2.305], [-3.247, -3.141, -2.589], [-1.045, -2.048, -2.089]],
  "forces_ev_per_angstrom": [[0.3, 0.3, 0.6], [-0.6, 0.1, 0.6], [-0.4, -0.7, 0.2], [-0.4, 0.1, -0.2], [0.1, -0.8, 1.1], [0.0, 0.5, 0.8], [0.0, 0.0, -0.1], [0.0, 0.2, -0.2], [-0.1, -0.3, -0.4], [0.1, -0.1, -0.1], [2.0, 0.1, 0.8], [-0.1, -1.0, -1.3], [0.5, 0.3, -1.5], [-0.3, 0.6, -0.2], [0.2, -0.3, 0.2], [-0.1, 1.0, 0.3], [-0.3, 0.1, -0.2], [0.4, -0.2, 0.1], [0.1, 0.1, -0.1], [0.0, 0.1, -0.5], [-0.4, 0.4, -0.2], [-0.1, 0.1, 0.3], [-0.2, 0.5, 0.4], [0.0, 0.2, 0.4], [0.0, 0.1, 0.4], [0.3, -0.3, 0.0], [-0.1, -0.4, 0.0], [0.5, 0.9, -1.3], [0.2, -0.1, 0.8], [-0.4, 0.0, 0.3], [-0.1, 0.3, 0.0], [-0.3, 0.4, -0.5], [-0.1, 0.2, 0.1], [0.0, -0.1, -0.1], [0.0, -0.1, -0.2], [0.2, -0.3, -0.4], [0.0, -0.7, 0.3], [0.2, -0.6, 0.3], [0.4, -0.2, 0.5], [-1.0, -0.7, 0.1], [0.6, 0.4, -0.4], [0.1, 0.3, 0.1], [0.4, -0.3, -0.2], [-0.6, -1.0, -0.3], [0.0, 0.7, 0.0], [0.2, 0.8, 0.3], [0.7, -0.8, -0.3], [-0.8, 0.3, 0.1], [-0.4, 1.8, 0.0], [-0.6, -1.1, -0.2], [0.3, -0.8, -0.1], [-0.4, -0.3, 0.0], [-0.3, -0.3, -0.2], [-0.1, -0.5, -0.2], [0.1, -0.2, 0.1], [0.4, 0.2, 0.1], [0.2, 0.2, 0.0], [-0.1, 0.3, 0.2], [-0.3, 0.3, 0.0]],
  "charge": 1,
  "e_homo_ev": -10.36,
  "orbital_gap_ev": 6.29,
  "total_energy_ha": -1482.73107,
  "multiplicity": 1,
  "fmax_ev_per_a": 2.1,
  "de_lowest_kcal_mol": 39.76
}

---

# 2
{
  "formula": "C36H90F2Li3NO28P6S2",
  "method": "the ωB97M-V functional and the def2-TZVPD basis",
  "species": ["Li", "Li", "Li", "N", "S", "O", "O", "F", "S", "O", "O", "F", "C", "C", "O", "P", "O", "O", "C", "C", "O", "C", "C", "H", "H", "H", "H", "H", "H", "H", "H", "H", "H", "H", "H", "H", "H", "H", "C", "C", "O", "P", "O", "O", "C", "C", "O", "C", "C", "H", "H", "H", "H", "H", "H", "H", "H", "H", "H", "H", "H", "H", "H", "H", "C", "C", "O", "P", "O", "O", "C", "C", "O", "C", "C", "H", "H", "H", "H", "H", "H", "H", "H", "H", "H", "H", "H", "H", "H", "H", "C", "C", "O", "P", "O", "O", "C", "C", "O", "C", "C", "H", "H", "H", "H", "H", "H", "H", "H", "H", "H", "H", "H", "H", "H", "H", "C", "C", "O", "P", "O", "O", "C", "C", "O", "C", "C", "H", "H", "H", "H", "H", "H", "H", "H", "H", "H", "H", "H", "H", "H", "H", "C", "C", "O", "P", "O", "O", "C", "C", "O", "C", "C", "H", "H", "H", "H", "H", "H", "H", "H", "H", "H", "H", "H", "H", "H", "H"],
  "xyz": [[6.360, -4.811, -15.978], [8.277, -4.461, -13.565], [4.981, -2.539, -19.007], [8.513, -2.932, -15.989], [10.003, -2.994, -16.958], [11.264, -2.635, -16.299], [9.856, -2.596, -18.370], [10.023, -4.613, -16.936], [8.274, -1.520, -16.416], [7.454, -1.518, -17.584], [9.291, -0.479, -16.211], [7.251, -1.149, -15.316], [6.131, 2.968, -24.053], [5.739, 1.585, -24.553], [5.469, 0.939, -23.302], [5.054, -0.571, -23.285], [5.261, -1.278, -22.013], [3.505, -0.530, -23.806], [2.545, -1.280, -23.130], [2.301, -2.546, -23.955], [5.862, -1.205, -24.591], [6.601, -2.408, -24.490], [7.706, -2.386, -25.569], [6.017, 3.563, -24.960], [5.502, 3.270, -23.216], [7.090, 2.956, -23.535], [4.888, 1.732, -25.219], [6.493, 1.144, -25.205], [2.796, -1.725, -22.167], [1.627, -0.709, -22.993], [3.168, -3.205, -23.908], [1.432, -3.024, -23.504], [1.995, -2.392, -24.990], [6.993, -2.777, -23.542], [5.906, -3.231, -24.655], [7.349, -2.178, -26.578], [8.448, -1.624, -25.331], [8.208, -3.342, -25.721], [2.151, 2.915, -14.637], [2.117, 1.431, -14.832], [1.456, 1.167, -16.015], [2.192, 1.215, -17.426], [2.972, 0.037, -17.776], [1.011, 1.467, -18.529], [0.003, 2.501, -18.387], [-1.305, 1.808, -18.225], [3.008, 2.617, -17.496], [3.482, 3.238, -18.711], [4.182, 4.505, -18.217], [1.246, 3.198, -14.099], [3.037, 3.243, -14.093], [2.276, 3.453, -15.577], [3.111, 0.984, -14.828], [1.689, 0.960, -13.947], [0.200, 3.181, -17.558], [-0.071, 3.167, -19.247], [-1.966, 2.617, -17.915], [-1.526, 1.271, -19.148], [-1.208, 1.033, -17.465], [4.159, 2.680, -19.359], [2.637, 3.501, -19.347], [4.801, 5.052, -18.928], [3.539, 5.287, -17.811], [4.856, 4.191, -17.420], [10.781, 1.510, -22.341], [11.432, 2.339, -23.532], [11.871, 3.543, -23.136], [12.678, 4.402, -24.290], [11.997, 4.449, -25.659], [14.123, 3.660, -24.431], [15.250, 4.326, -24.909], [15.628, 3.665, -26.214], [13.078, 5.769, -23.578], [13.657, 5.715, -22.273], [13.368, 6.969, -21.523], [10.035, 2.013, -21.725], [10.303, 0.656, -22.820], [11.570, 1.095, -21.715], [12.239, 1.756, -23.976], [10.730, 2.400, -24.362], [15.043, 5.396, -24.940], [16.048, 4.071, -24.211], [16.469, 4.046, -26.793], [15.785, 2.593, -26.097], [14.741, 3.738, -26.843], [13.297, 4.920, -21.620], [14.740, 5.587, -22.296], [14.007, 7.111, -20.652], [13.618, 7.801, -22.182], [12.369, 7.115, -21.111], [15.227, -5.818, -13.960], [13.747, -5.993, -13.453], [13.648, -7.127, -12.623], [12.206, -7.914, -12.728], [11.067, -6.949, -12.826], [12.337, -8.868, -13.986], [11.284, -9.816, -14.237], [11.721, -11.219, -14.100], [12.160, -8.883, -11.444], [13.294, -9.627, -11.042], [14.531, -8.833, -10.610], [16.088, -6.006, -13.320], [15.407, -6.546, -14.751], [15.274, -4.782, -14.297], [13.361, -5.186, -12.830], [13.047, -6.155, -14.273], [10.581, -9.718, -13.410], [10.835, -9.704, -15.224], [12.586, -11.463, -14.716], [11.989, -11.400, -13.059], [10.875, -11.873, -14.313], [13.058, -10.240, -10.172], [13.709, -10.351, -11.744], [15.155, -8.623, -11.479], [14.215, -7.881, -10.184], [15.184, -9.395, -9.942], [18.740, -6.689, -18.683], [18.395, -5.257, -19.236], [17.959, -5.271, -20.642], [18.008, -3.935, -21.541], [19.098, -2.916, -21.248], [18.001, -4.497, -23.085], [18.825, -3.921, -24.141], [18.467, -4.596, -25.406], [16.551, -3.309, -21.373], [15.396, -4.116, -21.422], [15.069, -4.577, -19.980], [17.817, -7.170, -18.359], [19.208, -7.356, -19.407], [19.375, -6.643, -17.799], [17.577, -4.853, -18.639], [19.286, -4.672, -19.006], [18.571, -2.873, -24.301], [19.892, -3.884, -23.920], [18.697, -5.660, -25.340], [17.400, -4.506, -25.607], [19.138, -4.199, -26.167], [14.593, -3.441, -21.716], [15.480, -5.027, -22.015], [15.137, -3.736, -19.290], [13.997, -4.768, -20.028], [15.635, -5.461, -19.686], [13.345, -0.040, -10.970], [11.778, -0.134, -10.741], [11.387, -1.215, -9.803], [9.882, -1.858, -9.684], [9.381, -2.651, -10.873], [9.996, -2.821, -8.333], [10.828, -4.009, -8.347], [10.970, -4.353, -6.808], [8.969, -0.610, -9.123], [7.566, -0.693, -9.209], [7.038, 0.404, -10.082], [13.923, -0.959, -10.881], [13.573, 0.181, -12.013], [13.680, 0.562, -10.125], [11.237, 0.797, -10.570], [11.334, -0.369, -11.709], [10.417, -4.867, -8.879], [11.778, -3.806, -8.841], [10.924, -3.519, -6.108], [10.253, -5.126, -6.530], [11.900, -4.897, -6.643], [7.275, -1.638, -9.668], [6.948, -0.737, -8.312], [6.020, 0.213, -10.423], [6.996, 1.377, -9.593], [7.597, 0.456, -11.016]],
  "forces_ev_per_angstrom": [[0.4, 0.4, -0.5], [1.4, 0.7, 0.7], [0.1, 1.3, -0.6], [3.9, -4.7, 0.3], [4.8, -1.8, -1.7], [-3.5, -0.8, -0.7], [-0.5, -1.2, 3.5], [-0.4, 0.8, -0.1], [-2.3, 8.7, -0.1], [-0.7, 0.2, -1.1], [-1.5, -3.0, -1.0], [-1.3, 0.1, 1.4], [0.1, -0.4, -0.4], [0.3, 2.2, 0.2], [-0.1, -1.8, -0.3], [-0.4, -0.7, -2.4], [0.0, -0.2, 0.4], [2.6, 0.9, 1.0], [-1.4, -2.2, -0.7], [-1.1, 0.1, 0.2], [-0.9, 1.2, 2.5], [0.4, -2.0, -1.5], [-0.2, 0.1, 0.0], [0.6, 0.9, 0.6], [-0.7, 0.2, -0.6], [0.5, 0.1, -0.8], [-0.7, -0.6, 0.5], [0.3, -0.5, 0.7], [0.7, 0.9, 0.3], [0.2, 0.2, -0.2], [0.0, 0.0, -0.1], [0.1, -0.5, 0.1], [0.4, 0.3, 0.0], [0.3, 1.4, 0.6], [-0.3, -0.1, -0.7], [-0.5, 0.3, 0.2], [0.1, -0.1, 0.1], [0.0, -0.1, 0.6], [0.4, 0.8, 0.5], [1.9, 0.5, 1.6], [-0.8, -0.7, -2.3], [-1.5, 2.2, -2.1], [0.7, -1.0, 0.0], [1.4, -0.2, 1.1], [0.1, 0.0, 0.3], [0.3, -0.1, 0.3], [-0.4, -1.6, 0.4], [-0.2, 1.7, -0.3], [0.5, 0.2, 0.3], [0.1, 0.5, -0.2], [-0.1, -0.2, 0.5], [-0.5, -0.2, 0.0], [0.4, 0.1, -0.4], [-0.8, -0.2, -0.5], [0.3, -0.3, 0.3], [0.7, -0.4, -0.4], [-0.8, -0.6, -0.3], [-0.6, 0.4, 0.0], [-0.2, 0.2, 0.3], [0.1, -0.7, 0.6], [-0.2, -0.1, 0.1], [-0.1, -0.5, -0.5], [-0.4, -0.4, 0.1], [0.1, 0.1, 0.1], [1.0, 0.2, -1.4], [-2.0, -3.9, -0.1], [2.2, 4.0, -0.3], [-0.1, -0.9, -3.0], [1.3, 0.3, 3.8], [-2.9, -0.6, 1.5], [1.6, -0.3, -0.3], [-0.8, -0.1, -1.1], [-1.0, -0.7, -0.1], [0.3, -0.2, 1.7], [0.2, 1.7, 0.1], [0.2, 0.3, -0.2], [-0.1, -0.1, 0.0], [0.0, 0.2, 0.2], [0.3, -0.3, 0.3], [-0.4, 0.3, 0.1], [0.4, 0.0, -0.3], [0.1, 0.6, 0.4], [0.1, 0.4, 0.4], [0.1, 0.0, 0.4], [0.0, 0.1, -0.3], [-0.3, -0.6, -0.7], [0.1, 0.0, -0.6], [0.3, -0.4, -0.1], [-0.2, 0.3, 0.1], [-0.3, -0.3, -0.5], [-1.3, -0.1, -0.1], [1.2, 0.4, -0.1], [-2.0, -2.8, 0.4], [0.6, 1.5, 0.7], [0.6, -1.2, 0.3], [0.6, 0.1, -0.2], [-0.7, -0.1, 0.7], [1.0, -0.9, 0.5], [-0.1, 1.1, -1.1], [2.3, -1.2, 1.4], [0.0, 0.6, -0.7], [-0.6, 0.2, 0.9], [-0.2, 0.3, -0.4], [0.3, -0.2, -0.4], [0.3, 0.5, -0.4], [0.3, 0.5, -0.4], [-0.7, 0.5, -0.5], [0.1, 0.8, 0.1], [-0.2, -0.1, -0.1], [0.1, -0.2, 0.0], [0.1, -0.1, -0.2], [-0.9, 0.2, -0.1], [-0.9, 0.0, -0.8], [-0.1, 0.2, 0.1], [0.3, -0.1, 0.3], [-0.4, -0.1, 0.3], [-1.1, 0.4, -0.6], [0.5, -1.1, 0.7], [0.9, 0.3, 0.2], [2.4, 1.9, -0.9], [-2.4, -2.5, -0.5], [0.3, 0.2, 1.9], [-0.4, 1.3, 0.5], [0.5, -1.2, -0.2], [1.2, 0.1, -0.5], [-0.6, -0.3, 2.1], [-0.9, 0.4, -0.9], [-0.1, -0.2, -0.1], [0.1, 0.3, -0.1], [0.1, 0.4, -0.1], [0.0, 0.1, -0.1], [-0.1, 0.5, -1.0], [-0.3, 0.2, 0.6], [-0.1, -0.7, 0.3], [-0.1, -0.1, 0.0], [0.2, 0.3, -0.3], [-0.5, 0.1, -0.4], [0.1, -0.3, -0.5], [0.1, 0.4, -0.6], [0.5, -0.1, 0.1], [-0.1, -0.6, 0.3], [-0.1, 0.2, 0.1], [-1.5, -0.6, 1.4], [0.1, -1.4, -1.9], [-1.6, 0.1, 0.0], [0.8, -0.8, 1.2], [0.4, 1.5, 1.2], [-0.2, 1.5, -2.6], [0.3, 0.2, 2.0], [0.4, -1.1, -1.2], [1.8, -1.6, -0.2], [-1.9, -0.9, -1.2], [-0.4, 0.6, -0.7], [-0.8, -0.6, 0.4], [-0.2, 1.2, 0.3], [0.7, 0.6, -0.8], [0.6, 0.2, 1.1], [0.0, -0.6, -0.2], [-0.6, 0.3, -0.1], [0.1, 0.3, 0.3], [-0.1, 0.1, -0.5], [-0.5, 0.4, 0.0], [0.4, 0.3, -0.1], [0.3, -0.2, -0.3], [1.1, 0.4, 0.9], [-0.2, -0.3, 0.3], [0.3, 0.0, 0.0], [0.3, 0.2, 0.1]],
  "charge": 2,
  "e_homo_ev": -12.15,
  "orbital_gap_ev": 3.21,
  "total_energy_ha": -6653.84040,
  "multiplicity": 1,
  "fmax_ev_per_a": 9.0
}

---

# 3
{
  "formula": "C5H14NO",
  "method": "the ωB97M-V functional and the def2-TZVPD basis",
  "species": ["C", "C", "C", "C", "C", "N", "H", "H", "H", "H", "H", "H", "H", "H", "H", "H", "H", "H", "H", "H", "O"],
  "xyz": [[0.349, 0.446, -1.599], [-0.627, -0.410, -0.940], [-1.604, 0.036, -0.042], [-2.571, -0.848, 0.348], [-1.509, 1.416, 0.553], [3.269, 0.078, 0.021], [-0.156, 1.074, -2.344], [1.145, -0.128, -2.067], [-0.818, -1.374, -1.416], [0.209, -1.470, 0.710], [-2.707, -1.710, -0.300], [-3.193, -0.714, 1.222], [-2.350, 1.563, 1.229], [-1.523, 2.217, -0.182], [-0.595, 1.508, 1.142], [3.743, 0.925, 0.313], [3.980, -0.618, -0.187], [2.698, -0.285, 0.774], [0.812, 1.101, -0.852], [0.598, -1.582, 2.240], [0.849, -1.224, 1.381]],
  "forces_ev_per_angstrom": [[1.1, -0.5, 1.2], [-1.9, 0.6, -2.4], [0.3, 0.9, 0.9], [0.6, -0.4, -0.9], [0.0, -0.3, 0.6], [0.0, -0.1, -0.3], [-0.3, 0.0, 0.0], [-0.1, 0.1, -0.1], [0.3, -0.3, 0.4], [0.0, -0.6, 0.7], [0.0, -0.3, 0.6], [-0.3, 0.2, -0.2], [0.0, 0.1, 0.0], [0.0, -0.1, -0.2], [0.0, 0.1, -0.1], [0.0, -0.1, 0.1], [-0.1, 0.2, 0.0], [0.2, 0.1, 0.1], [0.0, 0.2, -0.2], [-0.2, -0.2, -0.2], [0.4, 0.4, 0.0]],
  "charge": 1,
  "e_homo_ev": -12.81,
  "orbital_gap_ev": 5.75,
  "total_energy_ha": -328.56351,
  "multiplicity": 1,
  "fmax_ev_per_a": 3.1,
  "de_lowest_kcal_mol": 77.01
}

---

Repeat the third record exactly.
{
  "formula": "C5H14NO",
  "method": "the ωB97M-V functional and the def2-TZVPD basis",
  "species": ["C", "C", "C", "C", "C", "N", "H", "H", "H", "H", "H", "H", "H", "H", "H", "H", "H", "H", "H", "H", "O"],
  "xyz": [[0.349, 0.446, -1.599], [-0.627, -0.410, -0.940], [-1.604, 0.036, -0.042], [-2.571, -0.848, 0.348], [-1.509, 1.416, 0.553], [3.269, 0.078, 0.021], [-0.156, 1.074, -2.344], [1.145, -0.128, -2.067], [-0.818, -1.374, -1.416], [0.209, -1.470, 0.710], [-2.707, -1.710, -0.300], [-3.193, -0.714, 1.222], [-2.350, 1.563, 1.229], [-1.523, 2.217, -0.182], [-0.595, 1.508, 1.142], [3.743, 0.925, 0.313], [3.980, -0.618, -0.187], [2.698, -0.285, 0.774], [0.812, 1.101, -0.852], [0.598, -1.582, 2.240], [0.849, -1.224, 1.381]],
  "forces_ev_per_angstrom": [[1.1, -0.5, 1.2], [-1.9, 0.6, -2.4], [0.3, 0.9, 0.9], [0.6, -0.4, -0.9], [0.0, -0.3, 0.6], [0.0, -0.1, -0.3], [-0.3, 0.0, 0.0], [-0.1, 0.1, -0.1], [0.3, -0.3, 0.4], [0.0, -0.6, 0.7], [0.0, -0.3, 0.6], [-0.3, 0.2, -0.2], [0.0, 0.1, 0.0], [0.0, -0.1, -0.2], [0.0, 0.1, -0.1], [0.0, -0.1, 0.1], [-0.1, 0.2, 0.0], [0.2, 0.1, 0.1], [0.0, 0.2, -0.2], [-0.2, -0.2, -0.2], [0.4, 0.4, 0.0]],
  "charge": 1,
  "e_homo_ev": -12.81,
  "orbital_gap_ev": 5.75,
  "total_energy_ha": -328.56351,
  "multiplicity": 1,
  "fmax_ev_per_a": 3.1,
  "de_lowest_kcal_mol": 77.01
}